Entry 1:
{"formula": "C14H4B3Ba3Br2O24", "method": "the ωB97M-V functional and the def2-TZVPD basis", "symbols": ["Ba", "Ba", "Ba", "O", "C", "O", "B", "O", "C", "O", "O", "C", "O", "C", "O", "O", "O", "C", "O", "B", "O", "C", "O", "O", "C", "O", "C", "O", "O", "O", "C", "O", "B", "O", "C", "O", "O", "C", "O", "C", "O", "O", "Br", "C", "C", "Br", "H", "H", "H", "H"], "positions_angstrom": [[12.228, 12.912, -7.015], [18.895, 12.415, -5.570], [15.791, 4.545, -10.642], [16.807, 10.927, -5.378], [16.029, 10.025, -5.605], [16.264, 8.765, -5.664], [15.018, 8.038, -6.106], [13.988, 9.135, -6.214], [14.541, 10.259, -5.931], [14.019, 11.361, -5.888], [14.695, 6.989, -5.181], [14.715, 5.806, -5.815], [14.538, 4.733, -5.352], [15.102, 6.110, -7.281], [15.240, 7.408, -7.410], [15.274, 5.304, -8.158], [19.868, 11.196, -8.045], [20.072, 10.013, -7.910], [19.966, 9.069, -8.781], [20.003, 7.744, -8.055], [20.233, 8.106, -6.629], [20.223, 9.379, -6.524], [19.970, 10.044, -5.534], [21.016, 6.873, -8.618], [20.414, 5.920, -9.325], [20.898, 5.133, -10.066], [18.915, 6.012, -9.002], [18.720, 7.056, -8.230], [18.050, 5.234, -9.311], [17.569, 9.063, -13.271], [17.068, 9.309, -12.233], [16.690, 10.510, -11.771], [16.285, 10.371, -10.390], [16.109, 8.928, -10.153], [16.679, 8.280, -11.152], [16.712, 7.077, -11.296], [17.324, 11.032, -9.534], [16.776, 11.833, -8.683], [17.332, 12.475, -7.823], [15.262, 11.918, -9.057], [15.035, 11.085, -10.015], [14.412, 12.655, -8.587], [17.592, 2.170, -7.865], [16.395, 2.096, -6.331], [16.310, 0.714, -5.732], [18.074, 0.162, -5.079], [15.436, 2.480, -6.670], [16.731, 2.789, -5.561], [16.003, -0.039, -6.450], [15.702, 0.705, -4.836]], "molar_mass_g_mol": 1160.39, "total_charge": 3, "homo_ev": -14.63, "homo_lumo_gap_ev": 5.5, "e_tot_ev": -207916.7851}


Entry 2:
{"formula": "C14H50N14O10", "method": "the ωB97M-V functional and the def2-TZVPD basis", "symbols": ["C", "C", "C", "O", "C", "N", "H", "H", "H", "H", "H", "H", "H", "H", "H", "H", "H", "C", "C", "C", "O", "C", "N", "H", "H", "H", "H", "H", "H", "H", "H", "H", "H", "H", "C", "O", "N", "N", "H", "H", "H", "H", "C", "O", "N", "N", "H", "H", "H", "H", "C", "O", "N", "N", "H", "H", "H", "H", "C", "O", "N", "N", "H", "H", "H", "H", "C", "O", "N", "N", "H", "H", "H", "H", "C", "O", "N", "N", "H", "H", "H", "H", "O", "H", "H", "O", "H", "H"], "positions_angstrom": [[12.242, 8.656, 14.694], [12.802, 7.408, 15.355], [13.884, 6.877, 14.539], [13.459, 6.397, 13.322], [14.443, 6.166, 12.343], [13.339, 7.780, 16.639], [12.845, 9.545, 14.511], [11.376, 9.011, 15.253], [11.749, 8.461, 13.741], [12.003, 6.674, 15.457], [14.305, 5.999, 15.027], [14.773, 7.507, 14.501], [15.390, 5.747, 12.685], [14.704, 7.187, 12.062], [14.045, 5.604, 11.499], [13.553, 6.871, 17.022], [12.629, 8.134, 17.264], [14.404, 15.342, 14.661], [13.500, 14.725, 15.769], [12.003, 15.060, 15.443], [11.165, 14.798, 16.550], [9.732, 15.153, 16.366], [13.711, 13.290, 15.747], [14.417, 16.430, 14.712], [14.054, 15.091, 13.660], [15.420, 14.950, 14.711], [13.826, 15.085, 16.745], [11.645, 14.585, 14.530], [11.913, 16.117, 15.192], [9.276, 14.601, 17.187], [9.250, 14.845, 15.438], [9.571, 16.225, 16.476], [13.018, 12.836, 16.325], [14.544, 13.135, 16.296], [8.456, 13.490, 12.628], [8.288, 14.584, 13.108], [9.624, 13.007, 12.264], [7.483, 12.648, 12.474], [9.590, 12.244, 11.602], [10.513, 13.429, 12.490], [7.683, 11.780, 11.996], [6.560, 13.053, 12.535], [13.442, 11.651, 7.095], [14.443, 11.275, 6.525], [12.707, 12.587, 6.717], [13.012, 11.149, 8.226], [12.944, 13.006, 5.829], [11.847, 12.795, 7.204], [12.067, 11.332, 8.534], [13.582, 10.426, 8.640], [12.697, 15.316, 10.267], [12.014, 15.167, 11.287], [12.350, 16.092, 9.289], [13.787, 14.685, 10.020], [12.766, 15.824, 8.409], [11.646, 16.812, 9.371], [14.158, 14.256, 10.856], [14.325, 14.799, 9.173], [15.978, 10.818, 16.488], [15.480, 11.322, 17.487], [16.853, 11.446, 15.803], [15.502, 9.756, 15.814], [17.285, 12.313, 16.087], [17.188, 10.907, 15.017], [14.606, 9.368, 16.074], [16.022, 9.437, 15.009], [17.870, 10.622, 12.582], [17.310, 10.141, 13.566], [17.359, 11.237, 11.583], [19.139, 10.690, 12.516], [17.903, 11.726, 10.886], [16.360, 11.241, 11.438], [19.557, 11.064, 11.676], [19.680, 10.092, 13.123], [14.073, 11.720, 12.270], [14.243, 11.316, 11.106], [13.070, 12.482, 12.700], [14.824, 11.579, 13.321], [12.512, 12.974, 12.018], [13.013, 12.751, 13.672], [15.606, 10.941, 13.324], [14.501, 11.974, 14.192], [15.910, 12.531, 9.127], [15.184, 12.005, 9.464], [15.524, 13.045, 8.417], [14.995, 9.188, 9.416], [15.807, 8.803, 9.746], [14.776, 9.868, 10.053]], "molar_mass_g_mol": 574.64, "total_charge": 0, "homo_ev": -9.12, "homo_lumo_gap_ev": 9.2, "e_tot_ev": -56668.0796}


Entry 3:
{"formula": "C14H50O11", "method": "the ωB97M-V functional and the def2-TZVPD basis", "symbols": ["C", "O", "H", "H", "H", "H", "C", "O", "H", "H", "H", "H", "C", "O", "H", "H", "H", "H", "C", "O", "H", "H", "H", "H", "C", "O", "H", "H", "H", "H", "C", "O", "H", "H", "H", "H", "O", "H", "H", "C", "C", "O", "H", "H", "H", "H", "H", "H", "C", "C", "O", "H", "H", "H", "H", "H", "H", "C", "C", "O", "H", "H", "H", "H", "H", "H", "C", "C", "O", "H", "H", "H", "H", "H", "H"], "positions_angstrom": [[-13.146, -4.562, 1.926], [-12.345, -5.335, 2.851], [-14.045, -5.118, 1.662], [-13.383, -3.536, 2.205], [-12.473, -4.560, 1.068], [-11.698, -4.833, 3.352], [-1.558, -2.441, -0.592], [-2.670, -2.195, 0.285], [-1.119, -1.563, -1.065], [-0.854, -3.051, -0.026], [-2.003, -3.014, -1.405], [-3.045, -3.057, 0.478], [-6.739, 3.653, -0.391], [-7.434, 2.957, -1.429], [-7.196, 3.451, 0.578], [-5.833, 3.048, -0.362], [-6.613, 4.710, -0.625], [-8.244, 3.452, -1.567], [-6.880, -5.217, 5.231], [-8.130, -5.808, 5.109], [-6.670, -4.743, 4.272], [-6.798, -4.567, 6.102], [-6.105, -5.971, 5.371], [-8.290, -6.074, 4.201], [-1.809, -0.023, 4.283], [-3.056, 0.251, 3.624], [-0.811, 0.181, 3.894], [-1.884, 0.610, 5.167], [-1.879, -1.027, 4.702], [-3.213, -0.346, 2.889], [-5.428, -5.731, -4.575], [-6.730, -5.119, -4.711], [-5.274, -6.266, -5.512], [-4.631, -4.988, -4.589], [-5.175, -6.421, -3.770], [-6.792, -4.330, -5.254], [-5.726, -0.044, -3.201], [-5.673, -0.621, -2.440], [-6.147, 0.751, -2.872], [-10.434, -8.982, -6.344], [-10.838, -7.720, -5.624], [-10.175, -7.587, -4.393], [-9.373, -9.070, -6.109], [-10.599, -8.991, -7.422], [-10.945, -9.809, -5.852], [-11.885, -7.770, -5.327], [-10.669, -6.884, -6.303], [-9.452, -6.963, -4.495], [-8.061, -1.533, 0.951], [-8.518, -2.612, -0.043], [-7.446, -2.896, -1.014], [-8.803, -0.902, 1.440], [-7.405, -0.854, 0.406], [-7.420, -2.070, 1.649], [-9.428, -2.237, -0.512], [-8.793, -3.582, 0.372], [-7.784, -3.387, -1.766], [-11.348, -0.680, 6.651], [-11.430, 0.278, 7.821], [-10.490, -0.213, 8.820], [-12.194, -0.444, 6.005], [-11.232, -1.741, 6.870], [-10.476, -0.368, 6.075], [-12.459, 0.234, 8.177], [-11.395, 1.275, 7.381], [-10.743, 0.090, 9.696], [-10.930, -0.856, -4.925], [-11.616, -0.445, -6.153], [-12.962, -0.337, -5.986], [-9.849, -0.986, -4.872], [-11.361, -1.769, -4.514], [-11.126, -0.062, -4.205], [-11.425, -1.125, -6.983], [-11.382, 0.540, -6.556], [-13.372, -1.205, -6.013]], "molar_mass_g_mol": 394.54, "total_charge": 0, "relative_energy_kcal_mol": 139.0, "homo_ev": -10.22, "homo_lumo_gap_ev": 10.4, "e_tot_ev": -37844.7089}